No. 1
Formula: C20H26MnN2O2Si
Source: OMol25
Level of theory: ωB97M-V with the def2-TZVPD basis set

Geometry as XYZ:
```
52
Properties=species:S:1:pos:R:3:forces:R:3:lowdin_charge:R:1
C -1.139802 0.360151 4.192332 0.479 1.140 -0.031 -0.15
C -0.047436 -0.289696 3.526731 -0.130 0.677 -0.340 -0.13
C 0.700625 0.711110 2.810887 -0.349 -0.675 0.772 -0.14
H 0.157731 -1.357136 3.584281 0.024 0.362 -0.110 0.12
C 0.082830 1.976669 3.049252 -0.585 -0.559 -0.083 -0.15
C -1.075977 1.763666 3.886652 1.025 -0.393 0.775 -0.19
H -1.698615 2.556101 4.307401 0.131 -0.401 -0.199 0.12
H -1.849889 -0.080132 4.884394 0.080 -0.101 -0.377 0.12
H 1.630402 0.517489 2.283273 -0.332 0.174 -0.077 0.11
H 0.471509 2.931749 2.699590 -0.227 -0.272 0.035 0.12
Mn -1.427075 0.674626 2.038727 -1.184 0.287 -0.055 0.77
C -1.245612 -0.300773 -1.954619 -3.600 -0.326 1.396 -0.21
H -0.139492 -0.107216 -1.208389 0.191 0.208 0.221 -0.03
H -1.634314 0.496744 -2.598334 0.511 -0.216 -0.016 0.03
H -1.777017 -0.180565 -0.984794 -0.010 0.082 -0.059 0.00
Si 1.023255 -0.308590 -2.213103 0.875 0.272 -0.491 0.70
C 1.526760 -2.084150 -2.262246 -0.205 -0.883 -0.369 -0.32
C 2.246257 -2.780362 -1.265660 0.234 -0.432 -0.474 -0.10
H 2.568184 -2.272639 -0.346002 -0.205 -0.194 -0.417 0.11
C 2.621053 -4.126258 -1.470964 -0.329 0.271 0.075 -0.08
H 3.208980 -4.657121 -0.711832 -0.356 0.277 -0.259 0.11
C 2.236391 -4.807095 -2.637571 -0.150 0.513 0.012 -0.08
H 2.422246 -5.883635 -2.747056 0.145 0.603 -0.019 0.11
C 1.579967 -4.096951 -3.653109 -0.171 -0.037 0.150 -0.08
H 1.345862 -4.586677 -4.602196 0.016 0.105 0.371 0.11
C 1.206545 -2.759882 -3.460587 0.537 -0.274 0.233 -0.11
H 0.712555 -2.207629 -4.269258 0.126 -0.327 0.314 0.09
C 2.536948 0.717097 -1.850709 1.011 0.501 0.178 -0.31
C 3.790182 0.212175 -2.274072 -0.018 0.501 -0.232 -0.10
H 3.889417 -0.842075 -2.542202 -0.126 0.370 -0.240 0.10
C 4.920584 1.037881 -2.350480 -0.095 0.212 0.566 -0.08
H 5.856985 0.663597 -2.776916 -0.337 0.015 0.368 0.11
C 4.855608 2.355580 -1.868543 -0.398 -0.164 -0.367 -0.08
H 5.766404 2.977655 -1.841854 -0.686 -0.284 -0.205 0.11
C 3.621930 2.862172 -1.417027 0.335 -0.208 0.389 -0.09
H 3.571290 3.917455 -1.122435 -0.046 -0.525 0.132 0.10
C 2.493214 2.031453 -1.328888 0.593 -0.147 -0.671 -0.12
H 1.584951 2.397490 -0.846501 0.059 0.058 -0.411 0.08
H -1.575099 -1.307644 -2.240837 0.553 0.104 -0.426 0.05
H 0.252541 0.034694 -3.497374 1.463 -0.034 0.398 0.03
C -6.237784 -0.224140 2.925169 -0.040 0.189 -0.118 0.01
O -5.695543 1.038532 2.418661 1.168 -0.352 -0.157 0.00
C -4.392741 1.066576 2.124751 0.062 -1.024 0.378 -0.52
O -3.586279 0.134171 2.295035 -0.293 0.663 -0.202 0.02
N -4.000620 2.270343 1.641885 0.246 -0.115 -0.104 0.06
N -2.630084 2.386997 1.243511 -0.523 0.445 -0.307 0.04
H -7.242874 0.021182 3.249845 0.013 0.058 -0.055 0.10
H -5.664155 -0.604863 3.765716 0.173 0.151 -0.079 0.10
H -6.271669 -0.955515 2.122160 0.079 0.026 -0.020 0.10
H -4.722528 2.866696 1.257342 0.322 0.214 0.032 0.17
H -2.608261 2.683188 0.261148 0.096 -0.377 0.241 0.13
H -2.218338 3.157505 1.774813 -0.152 -0.161 -0.067 0.11
```
Forces are in eV/Å.

Values from the calculation:
Net charge: +1
Kohn-Sham gap (alpha / beta), eV: 4.912 / 7.671
Multiplicity: 5
E_tot, eV: -67423.1803
Relative energy (zero: lowest compared OMol25 entry of this formula, charge and spin), kJ/mol: 62.17


No. 2
Formula: C20H26N2O4
Source: OMol25
Level of theory: ωB97M-V with the def2-TZVPD basis set

Geometry as XYZ:
```
52
Properties=species:S:1:pos:R:3:forces:R:3:lowdin_charge:R:1
C -6.742464 -1.515927 -0.568396 0.049 0.196 0.256 -0.07
H -6.157814 -1.875715 -1.412955 0.067 -0.056 -0.117 0.08
H -7.616978 -0.997435 -0.954577 -0.119 0.009 -0.086 0.08
H -7.079193 -2.376522 0.004794 -0.064 -0.134 0.011 0.08
C -5.907236 -0.583387 0.304286 0.106 -0.239 -0.411 -0.39
C -5.451897 0.643531 -0.486719 -0.153 0.112 0.433 -0.17
C -4.623947 1.584645 0.385058 0.157 -0.051 -0.133 -0.14
C -3.413683 0.877645 1.002660 -0.113 0.234 0.385 -0.30
N -2.426353 0.561370 -0.009917 -0.526 -0.223 -0.048 0.11
C -1.175637 1.056471 -0.004963 0.259 -0.150 -0.575 -0.45
O -0.763488 1.840039 0.822224 0.135 0.212 0.310 0.08
C -0.322750 0.540545 -1.175732 0.127 0.150 0.203 -0.17
C -0.123079 -0.973561 -1.111922 0.074 -0.100 -0.042 -0.03
C 1.338183 -1.183919 -0.732415 -0.479 -0.240 -0.133 -0.42
O 1.814853 -2.266712 -0.479124 0.103 -0.226 0.064 0.08
N 1.968067 0.019392 -0.753389 -0.148 0.240 0.023 0.03
C 3.324308 0.258864 -0.482815 0.489 -0.095 0.081 -0.17
C 4.167389 -0.766171 -0.066096 0.186 -0.141 0.089 0.09
C 5.507162 -0.521941 0.194847 0.012 0.219 -0.104 -0.19
C 6.025089 0.769161 0.066569 -0.041 -0.021 0.057 -0.21
C 5.186507 1.785460 -0.366076 0.207 -0.251 0.097 0.01
C 3.857338 1.539570 -0.645328 -0.118 0.000 -0.023 -0.02
H 3.247687 2.361246 -0.979177 -0.108 0.068 -0.030 0.10
H 5.597985 2.775921 -0.475698 0.046 0.132 -0.003 0.12
O 7.334502 1.069301 0.357754 -0.266 0.170 -0.255 -0.03
C 7.979256 0.056854 1.096512 0.069 -0.547 0.127 -0.15
C 7.670693 -1.312574 0.492006 0.459 0.376 0.033 -0.15
H 7.993206 -1.322324 -0.558719 -0.027 -0.037 0.112 0.14
O 6.290063 -1.582059 0.574548 -0.422 0.072 0.033 -0.02
H 8.176232 -2.110671 1.037664 0.006 0.090 -0.058 0.13
H 7.634373 0.075535 2.139769 0.062 0.019 -0.091 0.14
H 9.047278 0.276767 1.058838 -0.079 -0.071 0.039 0.13
H 3.803132 -1.771130 0.055299 -0.034 -0.046 -0.013 0.11
C 1.094280 1.120831 -1.112177 -0.111 0.425 -0.065 -0.10
H 1.128806 1.898347 -0.340530 0.029 -0.080 -0.203 0.12
H 1.398644 1.546363 -2.074069 -0.018 0.000 0.068 0.13
H -0.750866 -1.464465 -0.367325 0.038 -0.036 -0.049 0.12
H -0.298082 -1.461905 -2.072424 0.032 -0.036 0.053 0.13
H -0.825835 0.841216 -2.098466 0.051 -0.012 0.076 0.15
H -2.705323 -0.077183 -0.736781 0.188 0.030 -0.038 0.13
C -3.852392 -0.384576 1.751205 0.145 -0.025 -0.150 -0.14
C -4.687154 -1.311090 0.870103 -0.216 0.269 0.324 -0.17
H -5.013145 -2.170066 1.460051 0.043 -0.093 -0.068 0.12
H -4.081076 -1.696583 0.046232 0.029 -0.109 -0.104 0.11
H -4.445269 -0.081204 2.615787 -0.025 0.000 0.076 0.12
H -2.969551 -0.910839 2.119374 0.012 0.052 0.081 0.12
H -2.906379 1.557854 1.694934 -0.105 -0.130 -0.127 0.15
H -5.247995 1.965961 1.195096 -0.047 0.053 0.040 0.12
H -4.280535 2.437501 -0.203580 0.006 0.062 0.077 0.12
H -6.324058 1.179562 -0.866733 0.011 -0.018 -0.119 0.12
H -4.867732 0.320828 -1.352262 0.003 -0.054 -0.142 0.11
H -6.525115 -0.242846 1.142767 0.018 0.034 0.040 0.14
```
Forces are in eV/Å.

Values from the calculation:
Kohn-Sham gap, eV: 8.379
SMILES string: C[C@H]1CC[C@@H](NC(=O)[C@@H]2CC(=O)N(c3ccc4c(c3)OCCO4)C2)CC1
E_tot, eV: -32333.5360
Relative energy (zero: lowest compared OMol25 entry of this formula, charge and spin), kJ/mol: 71.39


Look up the relative energy (zero: lowest compared OMol25 entry of this formula, charge and spin) of the second one. 71.39 kJ/mol


Among the records above, which one has the lowest relative energy (zero: lowest compared OMol25 entry of this formula, charge and spin)? C20H26MnN2O2Si


What is the relative energy (zero: lowest compared OMol25 entry of this formula, charge and spin) in the first record? 62.17 kJ/mol


Among the records above, which one has the highest relative energy (zero: lowest compared OMol25 entry of this formula, charge and spin)? C20H26N2O4